[1]
The following is a DFT calculation (ωB97M-V/def2-TZVPD) of C3H9NS3 in the gas phase at a distorted geometry.

Output
Relative energy (zero: lowest compared OMol25 entry of this formula, charge and spin) = 226.5 kJ/mol
Energy = -1368.89773 Ha
Charge = 0

Last column: Löwdin charge in e.
Geometry (Å):
C 1.254 0.682 1.972  -0.24
C 1.050 -0.615 -2.184  -0.47
C -2.268 -0.595 0.442  -0.48
N 0.527 0.271 0.743  -0.47
S 0.701 1.139 -2.189  0.45
S -2.097 0.709 -0.773  0.51
S -0.091 1.558 -0.361  0.39
H 0.889 -0.048 2.760  0.09
H 1.072 1.681 2.190  0.02
H 2.309 0.508 1.804  0.05
H 2.171 -0.854 -2.449  0.08
H 0.477 -1.128 -2.994  0.04
H 0.747 -0.862 -1.166  -0.02
H -1.324 -0.550 1.017  0.00
H -2.352 -1.608 0.112  0.03
H -3.064 -0.288 1.076  0.01

---

[2]
The following is a DFT calculation (ωB97M-V/def2-TZVPD) of a molecular structure, C53H44N5O7PS2SbSn at a distorted geometry.

Output
Relative energy (zero: lowest compared OMol25 entry of this formula, charge and spin) = 337.7 kJ/mol
Energy = -4438.89991 Ha
Charge = -1

Last column: Löwdin charge in e.
Geometry (Å):
Sn -0.528 1.084 1.363  1.26
O -4.139 5.112 -1.252  0.07
C -3.717 4.206 -0.318  -0.28
C -4.108 2.774 -0.529  -0.12
C -3.463 1.919 0.529  -0.23
N -2.711 2.363 1.551  0.06
C -2.461 3.635 1.663  -0.25
C -3.011 4.601 0.759  0.01
C -1.346 3.995 2.611  -0.64
O -1.316 5.087 3.158  0.03
O -0.456 3.082 2.752  -0.23
C -3.238 0.646 0.077  -0.47
O -4.202 -1.614 -1.168  0.06
O -2.724 -0.357 0.664  -0.15
H -4.485 4.617 -2.004  0.08
H -5.209 2.700 -0.483  0.16
H -2.769 5.638 0.923  0.12
O -0.580 -3.057 1.064  0.03
C -0.451 -2.282 0.129  -0.64
O 0.299 -1.236 0.154  -0.36
C -1.112 -2.592 -1.188  -0.14
C -1.260 -3.935 -1.522  -0.03
C -1.797 -4.306 -2.739  -0.08
C -2.202 -3.330 -3.636  -0.08
C -2.077 -1.997 -3.305  -0.07
C -1.533 -1.609 -2.082  -0.26
P -1.463 0.164 -1.641  1.15
C -3.329 0.621 -1.440  -0.30
C -4.317 -0.429 -1.798  -0.30
C -5.327 -0.174 -2.655  -0.03
C -5.421 1.104 -3.304  -0.11
C -4.641 2.142 -2.974  -0.10
C -3.645 2.069 -1.866  -0.23
C -0.969 0.791 -3.297  -0.37
C 0.414 0.880 -3.430  -0.12
C 0.985 1.365 -4.589  -0.10
C 0.175 1.793 -5.628  -0.10
C -1.201 1.735 -5.492  -0.08
C -1.776 1.226 -4.341  -0.08
H -0.950 -4.681 -0.801  0.12
H -1.914 -5.351 -2.991  0.10
H -2.636 -3.618 -4.585  0.10
H -2.427 -1.244 -3.995  0.10
H -3.574 -1.493 -0.411  0.09
H -6.070 -0.931 -2.852  0.10
H -6.142 1.198 -4.106  0.10
H -4.716 3.081 -3.511  0.10
H -2.713 2.561 -2.171  0.07
H 1.039 0.576 -2.596  0.10
H 2.062 1.415 -4.680  0.10
H 0.620 2.175 -6.537  0.09
H -1.841 2.083 -6.291  0.10
H -2.852 1.190 -4.250  0.09
S -0.602 3.231 -0.953  0.82
C 0.628 4.058 -1.676  -0.76
N 1.867 4.087 -1.044  0.08
C 2.856 4.878 -1.487  -0.07
C 2.674 5.611 -2.628  -0.06
C 1.436 5.451 -3.294  -0.12
N 0.463 4.721 -2.834  0.08
H 1.961 3.502 -0.212  0.10
H 3.770 4.896 -0.910  0.13
H 3.431 6.274 -3.011  0.09
H 1.252 5.947 -4.239  0.11
S 2.461 0.992 1.227  -0.02
Sb 2.550 -1.286 1.051  1.28
C 4.614 -1.600 1.672  -0.32
C 4.936 -2.687 2.470  -0.12
C 6.222 -2.869 2.947  -0.10
C 7.213 -1.961 2.616  -0.11
C 6.906 -0.875 1.814  -0.10
C 5.613 -0.696 1.351  -0.15
C 1.784 -2.645 2.516  -0.33
C 1.423 -2.153 3.755  -0.11
C 0.930 -3.010 4.727  -0.09
C 0.789 -4.358 4.450  -0.08
C 1.190 -4.854 3.222  -0.08
C 1.699 -4.003 2.260  -0.14
C 2.747 -2.005 -0.958  -0.30
C 2.111 -3.151 -1.397  -0.11
C 2.212 -3.538 -2.722  -0.07
C 2.946 -2.775 -3.613  -0.09
C 3.569 -1.617 -3.178  -0.09
C 3.471 -1.234 -1.851  -0.13
H 4.170 -3.402 2.740  0.08
H 6.443 -3.712 3.589  0.10
H 8.219 -2.096 2.989  0.09
H 7.672 -0.155 1.562  0.10
H 5.365 0.169 0.751  0.07
H 1.531 -1.096 3.963  0.10
H 0.639 -2.619 5.691  0.10
H 0.380 -5.027 5.194  0.10
H 1.098 -5.910 3.006  0.10
H 2.023 -4.404 1.309  0.10
H 1.505 -3.733 -0.719  0.08
H 1.708 -4.433 -3.058  0.10
H 3.023 -3.074 -4.648  0.10
H 4.123 -1.006 -3.877  0.10
H 3.946 -0.322 -1.509  0.09
C 0.093 1.348 7.005  -0.02
C -0.463 0.636 5.826  -0.30
C -1.140 -0.566 5.728  -0.01
C -1.382 -0.763 4.360  -0.34
N -0.870 0.260 3.689  -0.03
N -0.311 1.090 4.574  0.05
C -2.090 -1.874 3.681  -0.01
H -0.457 1.092 7.906  0.08
H 0.040 2.422 6.849  0.08
H 1.139 1.079 7.155  0.08
H -1.445 -1.194 6.541  0.11
H -0.051 2.014 4.217  0.12
H -2.559 -2.529 4.411  0.08
H -1.405 -2.452 3.063  0.06
H -2.836 -1.464 3.004  0.08

---

[3]
The following is a DFT calculation (ωB97M-V/def2-TZVPD) of a molecular structure, C17H20N3O4RuS.

Output
Relative energy (zero: lowest compared OMol25 entry of this formula, charge and spin) = 0.0 kJ/mol
Energy = -1617.78271 Ha
Charge = +1

Last column: Löwdin charge in e.
Geometry (Å):
Ru -0.113 -0.230 0.043  1.23
C 0.256 1.867 -0.742  -0.09
C -0.568 1.848 0.396  -0.12
C -1.774 1.100 0.074  -0.15
C -1.660 0.635 -1.245  -0.15
C -0.390 1.083 -1.737  -0.19
H 1.230 2.319 -0.833  0.14
H -0.331 2.283 1.354  0.14
H -2.594 0.916 0.749  0.14
H -2.360 0.013 -1.779  0.13
H 0.017 0.864 -2.711  0.11
C 4.153 -4.580 -1.391  -0.06
C 2.684 -4.972 -1.381  -0.18
N 1.791 -3.896 -1.858  -0.10
C 1.273 -4.016 -3.226  -0.24
C 2.209 -3.428 -4.271  -0.06
C 1.527 -2.864 -1.068  -0.61
S 0.535 -1.608 -1.792  0.85
N 2.040 -2.918 0.159  0.12
C 2.152 -1.885 0.964  -0.40
O 1.735 -0.693 0.742  -0.16
C 2.860 -2.099 2.246  -0.14
C 2.871 -1.088 3.206  -0.01
C 3.515 -1.290 4.415  -0.06
C 4.151 -2.498 4.668  -0.06
C 4.145 -3.507 3.713  -0.06
C 3.501 -3.311 2.505  -0.01
H 4.754 -5.425 -1.056  0.09
H 4.337 -3.743 -0.719  0.07
H 4.487 -4.306 -2.391  0.07
H 2.367 -5.250 -0.378  0.12
H 2.509 -5.820 -2.040  0.12
H 0.292 -3.545 -3.269  0.07
H 1.117 -5.079 -3.406  0.12
H 2.414 -2.377 -4.065  0.07
H 1.751 -3.502 -5.256  0.09
H 3.156 -3.965 -4.300  0.07
H 2.370 -0.153 3.000  0.11
H 3.521 -0.508 5.161  0.11
H 4.654 -2.654 5.613  0.11
H 4.642 -4.447 3.915  0.11
H 3.487 -4.087 1.753  0.10
O -1.008 -1.956 0.798  -0.08
N -1.054 -1.507 1.995  -0.48
O -1.509 -2.071 2.920  0.21
O -0.520 -0.331 2.062  -0.09

---

[4]
The following is a DFT calculation (ωB97M-V/def2-TZVPD) of C7H9I in the gas phase at a distorted geometry.

Output
Relative energy (zero: lowest compared OMol25 entry of this formula, charge and spin) = 396.2 kJ/mol
Energy = -569.66385 Ha
SMILES string = C=C1[C@@H](CI)C12CC2
Charge = 0

Last column: Löwdin charge in e.
Geometry (Å):
C -1.870 -1.163 0.640  0.09
C -0.961 -0.350 0.151  -0.22
C -0.385 0.998 -0.032  -0.28
C -0.198 1.931 1.181  -0.62
I 1.166 1.142 2.593  0.82
C 0.355 -0.195 -0.402  -0.43
C 0.927 -0.684 -1.744  -0.05
C 1.576 -0.922 -0.396  -0.14
H -1.627 -2.206 0.491  0.06
H -2.837 -0.946 0.883  0.03
H -0.969 1.551 -0.909  0.19
H -1.174 2.056 1.536  0.02
H 0.130 2.995 0.897  0.07
H 1.212 -0.080 -2.582  0.09
H 0.568 -1.748 -2.129  0.14
H 1.491 -1.897 0.098  0.12
H 2.596 -0.482 -0.277  0.11

---

[5]
The following is a DFT calculation (ωB97M-V/def2-TZVPD) of C5H10O in the gas phase at a distorted geometry.

Output
Relative energy (zero: lowest compared OMol25 entry of this formula, charge and spin) = 330.4 kJ/mol
Energy = -271.62676 Ha
SMILES string = C[C@H]1C[C@H]1CO
Charge = 0

Last column: Löwdin charge in e.
Geometry (Å):
C 0.956 1.211 0.536  -0.01
C -0.345 0.730 -0.644  -0.18
C 0.267 -0.284 -1.560  -0.13
C -0.740 -0.740 -0.540  -0.24
C -0.458 -1.222 0.875  -0.23
O -0.599 -0.148 1.792  -0.15
H 0.749 2.109 1.152  0.07
H 1.417 0.522 1.306  0.09
H 1.735 1.385 -0.188  0.04
H -1.131 1.379 -1.097  0.13
H -0.026 -0.356 -2.609  0.10
H 1.327 -0.420 -1.391  0.10
H -1.656 -1.152 -0.984  0.14
H -1.209 -1.938 1.199  0.11
H 0.541 -1.677 0.939  0.12
H -0.829 0.599 1.215  0.04

---

[6]
The following is a DFT calculation (ωB97M-V/def2-TZVPD) of a molecular structure, C9H10AuBrF3N2O3.

Output
Relative energy (zero: lowest compared OMol25 entry of this formula, charge and spin) = 0.0 kJ/mol
Energy = -3693.25884 Ha
Charge = +1

Last column: Löwdin charge in e.
Geometry (Å):
Au 0.519 0.630 0.098  1.34
O -5.476 1.981 0.054  0.14
C -4.176 1.717 0.099  -0.28
C -3.231 2.553 0.703  0.04
C -1.920 2.178 0.682  -0.09
N -1.487 1.034 0.103  -0.13
C -2.398 0.237 -0.493  -0.70
Br -1.815 -1.265 -1.415  0.96
C -3.739 0.541 -0.500  -0.01
H -5.693 2.816 0.488  0.14
H -3.515 3.483 1.177  0.14
H -1.173 2.789 1.165  0.12
H -4.446 -0.113 -0.988  0.13
N 2.556 0.273 0.164  -0.04
C 2.999 -1.116 -0.165  -0.18
C 2.401 -2.122 0.806  -0.09
C 0.902 -2.192 0.551  -0.65
O 0.399 -3.085 -0.073  0.07
O 0.242 -1.140 1.050  -0.26
H 2.968 0.933 -0.492  0.10
H 2.873 0.527 1.099  0.13
H 4.088 -1.152 -0.122  0.13
H 2.704 -1.328 -1.192  0.14
H 2.557 -1.794 1.836  0.13
H 2.848 -3.101 0.655  0.13
F 0.814 3.446 0.070  0.09
C 0.826 2.437 -0.811  -0.68
F -0.085 2.691 -1.745  0.11
F 2.033 2.474 -1.421  0.07

---

Please write out number 3 again, unchanged.
The following is a DFT calculation (ωB97M-V/def2-TZVPD) of a molecular structure, C17H20N3O4RuS.

Output
Relative energy (zero: lowest compared OMol25 entry of this formula, charge and spin) = 0.0 kJ/mol
Energy = -1617.78271 Ha
Charge = +1

Last column: Löwdin charge in e.
Geometry (Å):
Ru -0.113 -0.230 0.043  1.23
C 0.256 1.867 -0.742  -0.09
C -0.568 1.848 0.396  -0.12
C -1.774 1.100 0.074  -0.15
C -1.660 0.635 -1.245  -0.15
C -0.390 1.083 -1.737  -0.19
H 1.230 2.319 -0.833  0.14
H -0.331 2.283 1.354  0.14
H -2.594 0.916 0.749  0.14
H -2.360 0.013 -1.779  0.13
H 0.017 0.864 -2.711  0.11
C 4.153 -4.580 -1.391  -0.06
C 2.684 -4.972 -1.381  -0.18
N 1.791 -3.896 -1.858  -0.10
C 1.273 -4.016 -3.226  -0.24
C 2.209 -3.428 -4.271  -0.06
C 1.527 -2.864 -1.068  -0.61
S 0.535 -1.608 -1.792  0.85
N 2.040 -2.918 0.159  0.12
C 2.152 -1.885 0.964  -0.40
O 1.735 -0.693 0.742  -0.16
C 2.860 -2.099 2.246  -0.14
C 2.871 -1.088 3.206  -0.01
C 3.515 -1.290 4.415  -0.06
C 4.151 -2.498 4.668  -0.06
C 4.145 -3.507 3.713  -0.06
C 3.501 -3.311 2.505  -0.01
H 4.754 -5.425 -1.056  0.09
H 4.337 -3.743 -0.719  0.07
H 4.487 -4.306 -2.391  0.07
H 2.367 -5.250 -0.378  0.12
H 2.509 -5.820 -2.040  0.12
H 0.292 -3.545 -3.269  0.07
H 1.117 -5.079 -3.406  0.12
H 2.414 -2.377 -4.065  0.07
H 1.751 -3.502 -5.256  0.09
H 3.156 -3.965 -4.300  0.07
H 2.370 -0.153 3.000  0.11
H 3.521 -0.508 5.161  0.11
H 4.654 -2.654 5.613  0.11
H 4.642 -4.447 3.915  0.11
H 3.487 -4.087 1.753  0.10
O -1.008 -1.956 0.798  -0.08
N -1.054 -1.507 1.995  -0.48
O -1.509 -2.071 2.920  0.21
O -0.520 -0.331 2.062  -0.09